1.
Here is a molecular structure, C25H32BCrIN6O4PS2 in a non-equilibrium geometry from the Open Molecules 2025 dataset. Energies are from ωB97M-V with the def2-TZVPD basis set.

E_HOMO (spin up / spin down) = -7.5647 / -7.5616 eV
Multiplicity = 4
⟨S²⟩ = 3.827
Kohn-Sham gap (spin up / spin down) = 7.4 / 7.5 eV
Relative energy (zero: lowest compared OMol25 entry of this formula, charge and spin) = 0.249 eV
Net charge = 0
Lowest unoccupied orbital energy (spin up / spin down) = -0.00678 / -0.00061 hartree

```
73
C25H32BCrIN6O4PS2 | the Open Molecules 2025 dataset | ωB97M-V with the def2-TZVPD basis set
Cr 0.09 0.61 0.62
C 1.92 -3.46 -2.43
O 1.89 -2.97 -1.08
C 1.23 -1.86 -0.80
O 1.17 -1.46 0.36
N 0.64 -1.20 -1.82
N 0.00 0.00 -1.47
H 2.38 -4.44 -2.37
H 2.53 -2.82 -3.06
H 0.91 -3.55 -2.83
H 0.98 -1.26 -2.77
H -0.96 -0.04 -1.82
H 0.48 0.74 -2.01
O 1.40 0.19 4.45
C 0.79 0.00 3.42
O 0.64 0.90 2.47
C 0.15 -1.36 3.12
P -1.18 -1.01 1.92
C -1.90 -2.59 1.43
C -3.09 -2.56 0.69
C -3.71 -3.74 0.31
C -3.15 -4.96 0.65
C -1.95 -5.00 1.36
C -1.33 -3.82 1.75
C -2.45 -0.29 3.03
C -3.48 -1.06 3.57
C -4.40 -0.50 4.43
C -4.33 0.85 4.75
C -3.31 1.63 4.22
C -2.37 1.06 3.37
H -0.21 -1.84 4.03
H 0.91 -1.98 2.64
H -3.53 -1.61 0.43
H -4.64 -3.71 -0.25
H -3.63 -5.89 0.37
H -1.51 -5.95 1.63
H -0.40 -3.86 2.29
H -3.56 -2.11 3.32
H -5.19 -1.11 4.86
H -5.06 1.29 5.41
H -3.25 2.68 4.46
H -1.57 1.68 2.99
C -1.11 1.74 -4.32
N -0.06 2.63 -3.90
C -0.19 3.99 -3.71
C 1.00 4.43 -3.26
N 1.86 3.36 -3.16
B 3.33 3.52 -2.66
N 3.74 2.35 -1.71
C 4.95 1.71 -1.81
C 5.05 0.83 -0.79
N 3.88 0.94 -0.06
C 3.72 0.33 1.25
C 3.09 1.87 -0.65
S 1.52 2.40 -0.13
C 1.21 2.25 -3.56
S 1.81 0.65 -3.72
H -1.82 2.29 -4.94
H -1.65 1.33 -3.46
H -0.68 0.92 -4.89
H -1.10 4.52 -3.91
H 1.31 5.42 -2.98
H 4.08 3.50 -3.61
H 3.40 4.55 -2.03
H 5.63 1.93 -2.61
H 5.83 0.14 -0.52
H 3.98 -0.72 1.21
H 2.69 0.44 1.57
H 4.35 0.84 1.98
I -1.63 3.73 0.59
C -1.68 1.63 0.20
H -1.97 1.56 -0.85
H -2.51 1.29 0.80
```

2.
Here is 3 unconnected molecules or ions with the total composition C32H67BrN2O4 from the Open Molecules 2025 dataset. Energies are from ωB97M-V with the def2-TZVPD basis set.

E_HOMO = -9.1864 eV
Multiplicity = 1
Kohn-Sham gap = 9.6 eV
Net charge = 0
Lowest unoccupied orbital energy = 0.01702 hartree
SMILES = C#CC[C@H](OCC)O[C@@](N)(COCC)[C@@H](OCCCCCCN)[C@H](Br)CC.CCCCCC.CCCCCC

```
106
C32H67BrN2O4 | the Open Molecules 2025 dataset | ωB97M-V with the def2-TZVPD basis set
C -5.05 3.99 2.37
C -3.96 3.68 2.79
C -2.64 3.28 3.28
C -1.49 3.82 2.42
O -1.43 5.21 2.54
C -0.62 5.68 3.60
C -1.09 7.06 4.01
O -1.66 3.59 1.06
C -1.34 2.34 0.46
N -2.14 1.28 1.03
C -1.70 2.52 -1.01
O -3.07 2.77 -1.12
C -3.46 3.21 -2.41
C -3.53 4.74 -2.48
C 0.18 1.99 0.58
O 0.29 0.65 0.14
C 1.47 -0.03 0.54
C 1.20 -1.52 0.45
C 0.23 -2.03 1.54
C 0.61 -3.40 2.16
C -0.45 -4.48 1.93
C -0.28 -5.26 0.63
N 0.94 -6.08 0.57
C 1.27 2.81 -0.16
Br 1.15 4.74 0.11
C 1.44 2.48 -1.66
C 2.89 2.14 -2.05
H -5.99 4.31 2.01
H -2.49 3.69 4.29
H -2.59 2.20 3.37
H -0.55 3.39 2.80
H 0.42 5.71 3.26
H -0.66 4.99 4.46
H -0.69 7.83 3.34
H -2.18 7.10 3.94
H -0.80 7.29 5.04
H -1.66 0.81 1.79
H -2.37 0.59 0.34
H -1.11 3.35 -1.41
H -1.43 1.60 -1.55
H -2.76 2.82 -3.16
H -4.43 2.76 -2.60
H -3.16 5.11 -3.44
H -4.54 5.10 -2.33
H -2.90 5.16 -1.69
H 0.44 2.01 1.65
H 1.71 0.24 1.58
H 2.32 0.25 -0.09
H 0.77 -1.72 -0.54
H 2.15 -2.06 0.49
H 0.15 -1.28 2.32
H -0.76 -2.13 1.09
H 0.76 -3.27 3.24
H 1.57 -3.73 1.75
H -0.43 -5.21 2.75
H -1.45 -4.03 1.96
H -0.32 -4.60 -0.25
H -1.13 -5.94 0.53
H 1.71 -5.55 0.16
H 1.24 -6.31 1.51
H 2.21 2.58 0.34
H 1.12 3.35 -2.24
H 0.78 1.66 -1.93
H 3.56 2.15 -1.18
H 3.29 2.87 -2.76
H 2.95 1.15 -2.51
C -5.81 -2.51 1.03
C -4.65 -3.50 1.11
C -4.50 -4.39 -0.12
C -5.70 -5.29 -0.41
C -6.07 -6.24 0.73
C -4.95 -7.21 1.10
H -6.77 -3.03 0.95
H -5.85 -1.87 1.91
H -5.71 -1.87 0.15
H -4.75 -4.11 2.02
H -3.71 -2.94 1.24
H -3.60 -4.99 -0.02
H -4.34 -3.74 -0.99
H -5.47 -5.88 -1.31
H -6.57 -4.68 -0.67
H -6.96 -6.81 0.43
H -6.36 -5.67 1.61
H -4.66 -7.82 0.24
H -5.27 -7.89 1.89
H -4.06 -6.69 1.45
C 5.66 -1.01 -1.84
C 7.13 -0.60 -1.76
C 7.34 0.91 -1.93
C 6.87 1.47 -3.28
C 7.50 0.81 -4.50
C 9.02 0.97 -4.57
H 5.24 -0.77 -2.81
H 5.54 -2.08 -1.67
H 5.08 -0.48 -1.08
H 7.70 -1.15 -2.51
H 7.54 -0.89 -0.79
H 8.40 1.13 -1.79
H 6.82 1.44 -1.13
H 7.09 2.54 -3.30
H 5.78 1.38 -3.35
H 7.06 1.26 -5.40
H 7.24 -0.25 -4.54
H 9.30 2.02 -4.57
H 9.42 0.52 -5.48
H 9.51 0.49 -3.72
```

3.
Here is a single C16H14N2OS molecule from the Open Molecules 2025 dataset. Energies are from ωB97M-V with the def2-TZVPD basis set.

E_HOMO = -7.8923 eV
Multiplicity = 1
Kohn-Sham gap = 7.9 eV
Relative energy (zero: lowest compared OMol25 entry of this formula, charge and spin) = 0.980 eV
Net charge = 0
Lowest unoccupied orbital energy = 0.00184 hartree
SMILES = Cn1ccnc1SCC(=O)c1ccc2ccccc2c1

```
34
C16H14N2OS | the Open Molecules 2025 dataset | ωB97M-V with the def2-TZVPD basis set
C -3.53 -2.02 3.94
N -3.15 -0.90 3.13
C -3.96 0.08 2.61
C -3.15 0.93 1.93
N -1.86 0.51 2.01
C -1.89 -0.58 2.74
S -0.50 -1.54 3.16
C 0.58 -0.92 1.84
C -0.01 -1.25 0.48
O -0.92 -2.04 0.35
C 0.60 -0.55 -0.68
C -0.11 -0.58 -1.90
C 0.38 0.03 -3.01
C 1.62 0.71 -2.97
C 2.16 1.35 -4.11
C 3.36 1.99 -4.04
C 4.08 2.02 -2.83
C 3.58 1.41 -1.71
C 2.34 0.74 -1.75
C 1.80 0.11 -0.62
H -2.84 -2.84 3.76
H -3.50 -1.76 5.00
H -4.55 -2.32 3.68
H -5.02 0.07 2.78
H -3.40 1.81 1.37
H 0.67 0.16 1.97
H 1.54 -1.41 1.97
H -1.06 -1.11 -1.92
H -0.17 0.00 -3.94
H 1.60 1.32 -5.03
H 3.77 2.47 -4.91
H 5.03 2.53 -2.80
H 4.13 1.44 -0.78
H 2.38 0.14 0.30
```

4.
Here is a molecular structure, C29H78B3N8O9P in a non-equilibrium geometry from the Open Molecules 2025 dataset. Energies are from ωB97M-V with the def2-TZVPD basis set.

E_HOMO = -7.8210 eV
Multiplicity = 1
Kohn-Sham gap = 8.3 eV
Net charge = 0
Lowest unoccupied orbital energy = 0.01600 hartree

```
128
C29H78B3N8O9P | the Open Molecules 2025 dataset | ωB97M-V with the def2-TZVPD basis set
C -0.42 0.63 6.11
P -0.84 1.85 4.74
C -2.60 1.58 4.09
B 0.33 1.71 3.25
O 0.23 2.74 2.24
B 0.25 2.17 0.93
C -0.84 2.42 -0.23
C -2.11 1.49 0.01
O -1.90 0.16 -0.52
O 1.33 1.24 0.67
B 1.12 0.22 1.68
C 0.67 -1.24 1.19
C 1.25 -2.45 2.05
C 0.60 -2.45 3.50
C -0.20 -3.83 3.64
N -1.05 -3.91 4.85
C -2.31 -3.20 4.71
N -3.39 -3.92 4.59
N -2.46 -1.75 4.70
O 1.29 0.64 3.05
H 0.05 -0.33 5.76
H -1.39 0.39 6.64
H 0.26 1.05 6.90
H -2.60 0.68 3.40
H -3.34 1.48 4.92
H -2.83 2.46 3.42
H -0.47 2.14 -1.26
H -1.18 3.50 -0.18
H -3.03 1.90 -0.51
H -2.35 1.41 1.11
H -2.75 -0.29 -0.53
H -0.46 -1.25 1.19
H 0.96 -1.31 0.10
H 2.38 -2.41 2.09
H 0.95 -3.41 1.52
H 1.41 -2.34 4.27
H -0.16 -1.63 3.57
H 0.58 -4.65 3.63
H -0.81 -3.98 2.70
H -0.50 -3.52 5.62
H -3.09 -4.91 4.63
H -2.93 -1.40 5.53
H -2.95 -1.50 3.84
C 2.02 4.88 -2.68
C 0.66 5.27 -3.23
C 0.61 6.69 -3.82
O 0.59 7.74 -2.86
C 1.85 8.04 -2.29
N -0.35 5.09 -2.18
H 2.22 5.32 -1.70
H 2.08 3.80 -2.56
H 2.82 5.18 -3.36
H 0.43 4.58 -4.05
H -0.33 6.79 -4.38
H 1.41 6.86 -4.55
H 2.66 7.94 -3.02
H 2.04 7.41 -1.42
H 1.82 9.08 -1.95
H -1.27 5.24 -2.57
H -0.24 5.86 -1.52
C -4.16 -8.63 2.87
C -4.72 -8.18 4.22
C -6.20 -8.54 4.44
O -7.12 -7.74 3.72
C -7.26 -8.08 2.35
N -4.49 -6.74 4.37
H -4.46 -7.97 2.06
H -3.07 -8.62 2.90
H -4.48 -9.65 2.63
H -4.14 -8.70 5.00
H -6.43 -8.38 5.50
H -6.38 -9.61 4.24
H -7.18 -9.15 2.19
H -6.52 -7.54 1.75
H -8.25 -7.75 2.03
H -4.76 -6.46 5.32
H -5.16 -6.26 3.78
C -2.65 2.00 -7.52
C -2.37 3.43 -7.07
C -1.00 3.97 -7.53
O 0.11 3.46 -6.81
C 0.51 2.16 -7.20
N -2.52 3.50 -5.61
H -2.14 1.26 -6.92
H -3.72 1.78 -7.44
H -2.37 1.85 -8.57
H -3.14 4.07 -7.52
H -0.99 5.05 -7.35
H -0.86 3.84 -8.61
H 0.40 2.00 -8.27
H -0.03 1.40 -6.63
H 1.57 2.05 -6.95
H -2.45 4.48 -5.32
H -1.70 3.06 -5.20
C 3.86 -4.47 -0.87
C 2.60 -5.32 -1.05
C 2.32 -5.72 -2.51
O 1.82 -4.68 -3.33
C 2.80 -3.76 -3.79
N 1.46 -4.60 -0.46
H 3.71 -3.43 -1.15
H 4.16 -4.47 0.18
H 4.69 -4.88 -1.45
H 2.74 -6.24 -0.48
H 1.54 -6.49 -2.50
H 3.21 -6.18 -2.97
H 3.75 -4.26 -4.00
H 2.93 -2.96 -3.07
H 2.43 -3.32 -4.72
H 0.64 -5.20 -0.48
H 1.22 -3.84 -1.11
C 6.36 5.26 2.27
C 5.08 4.46 2.07
C 4.80 4.08 0.60
O 4.34 5.16 -0.21
C 5.35 6.04 -0.65
N 3.96 5.21 2.66
H 6.26 6.31 2.01
H 6.66 5.23 3.33
H 7.19 4.83 1.69
H 5.19 3.52 2.63
H 4.00 3.34 0.59
H 5.67 3.60 0.14
H 6.29 5.52 -0.86
H 5.51 6.84 0.08
H 5.01 6.51 -1.57
H 3.12 4.63 2.62
H 3.74 5.98 2.02
```